89
Properties=species:S:1:pos:R:3:forces:R:3 method="wB97M-V/def2-TZVPD" relative_energy_kcal_mol=0.00 e_homo_ha="-0.26225 / -0.26262" s2=2.014 lumo_energy_ev="-1.04 / -1.00" e_tot_ha=-5769.5149 multiplicity=3
Br 0.418272 -6.672071 -3.066878 0.0 0.0 0.0
V -0.468313 -0.513248 0.916494 0.0 0.0 0.1
O 1.617733 2.287979 2.160197 0.0 -0.2 0.1
O 0.469241 0.401241 2.314998 -0.1 0.0 0.0
O -0.148535 -2.402965 1.125745 -0.1 0.2 -0.2
N -3.864110 -1.601988 3.359044 0.0 0.0 0.0
N -1.561618 1.286791 0.388993 0.2 0.2 0.1
N -2.048505 -0.848765 2.382830 -0.1 0.0 0.1
N -1.822533 -1.072637 -0.670834 0.2 -0.4 -0.2
N 4.266656 2.106583 1.846693 -0.1 0.0 0.2
N 6.400037 4.318596 -4.512898 0.0 0.0 0.0
C 5.731704 1.033208 -0.411278 0.1 0.0 0.0
C -2.039611 3.617299 0.564816 -0.1 0.0 0.0
C 5.473719 2.723916 1.454100 0.0 0.0 -0.1
C 5.637158 3.679236 -3.936361 0.0 0.0 0.0
C -1.909030 -0.694019 3.740923 -0.1 0.0 0.0
C -4.588858 0.805648 -2.379413 -0.1 0.2 0.0
C -0.576338 -4.225555 -2.016616 0.0 0.0 0.0
C -3.053189 3.521454 -0.342713 0.0 0.1 0.1
C 0.215997 -5.308529 -1.767119 0.0 0.0 0.0
C 4.676030 2.880273 -3.224563 0.0 0.0 -0.1
C 7.757861 4.062913 0.639371 0.0 0.0 0.0
C -2.546002 1.177724 -0.542943 -0.1 0.1 0.0
C 1.603082 1.064290 2.300433 0.1 0.1 -0.1
C -3.780243 -0.282816 -2.002108 0.2 -0.1 0.2
C 2.721640 -1.072332 2.886789 0.1 0.0 0.0
C 5.884743 3.876698 2.118764 -0.1 0.0 0.0
C 5.094932 -1.318843 2.882057 0.0 0.0 0.0
C 4.437406 1.563543 -3.620751 -0.1 0.0 0.0
C -2.743799 -0.102062 -1.114477 -0.2 0.0 -0.1
C 3.979214 3.420072 -2.143738 0.0 0.0 0.1
C -1.309668 2.464531 0.918708 0.0 -0.1 -0.1
C 1.855797 0.547896 -1.116985 0.1 -0.1 -0.1
C 2.841113 0.263442 2.500411 -0.1 0.0 0.0
C -4.376745 2.058637 -1.870266 -0.1 -0.1 -0.1
C -0.044467 -3.289384 0.185568 0.2 -0.2 0.0
C 7.017557 4.553101 1.703820 0.0 0.0 0.0
C 6.201399 2.237142 0.358562 0.0 -0.1 0.0
C 3.832257 -1.867894 3.086338 0.0 0.0 0.0
C 4.127724 0.814170 2.279939 -0.1 -0.1 -0.1
C 2.805912 1.327348 -1.855935 -0.2 0.0 0.0
C -3.344903 2.270480 -0.931253 0.1 -0.2 0.1
C 0.886421 -5.415644 -0.540169 0.0 0.0 0.0
C -3.029619 -1.159115 4.358105 0.0 0.0 0.0
C -0.720703 -3.198680 -1.058594 0.0 0.0 0.0
C 0.749438 -4.438080 0.409262 0.0 0.0 0.1
C 8.164261 2.421072 -1.210573 0.0 0.0 0.0
C -3.227094 -1.396431 2.189804 0.0 0.0 0.1
C 1.048324 -0.073602 -0.446106 -0.1 0.2 -0.1
C 5.247592 -0.008026 2.482123 0.0 0.0 0.1
C -1.609398 -2.129957 -1.385832 0.0 0.2 0.1
C 7.364394 2.912202 -0.034323 0.0 0.0 0.0
C 3.053077 2.649759 -1.466472 0.0 0.0 -0.2
C 3.508184 0.797299 -2.943252 -0.1 0.0 0.0
C -5.175751 -2.205406 3.525622 0.0 0.0 0.0
H -0.489535 2.508133 1.624154 0.0 0.0 0.0
H -3.648790 -1.663981 1.233609 0.0 0.0 0.0
H 5.979420 -1.924802 3.041102 0.0 0.0 0.0
H 4.698545 0.789925 -0.174285 0.1 0.0 0.0
H -5.162458 -3.246264 3.207869 0.0 0.0 0.0
H 3.326387 -0.228580 -3.234256 0.0 0.0 0.0
H 9.106596 2.961270 -1.293232 0.0 0.0 0.0
H 2.513156 3.048322 -0.619856 0.0 0.0 0.1
H 3.723956 -2.899427 3.393939 0.0 0.0 0.0
H 3.438709 2.670784 1.990827 0.0 0.1 -0.1
H 6.237339 0.402995 2.330174 0.0 0.0 0.0
H -2.132603 -2.239011 -2.335984 0.0 0.0 0.0
H 7.329413 5.454882 2.215648 0.0 0.0 0.0
H 8.385668 1.354764 -1.132240 0.0 0.0 0.0
H -1.777840 4.559269 1.025190 0.0 0.0 0.0
H 4.176303 4.438536 -1.833270 0.0 0.0 0.0
H 4.989791 1.148229 -4.452968 0.0 0.0 0.0
H -3.308785 -1.215244 5.395974 0.0 0.0 0.0
H 5.301888 4.226481 2.962524 0.0 0.0 0.0
H -1.017385 -0.259571 4.158237 0.0 0.0 0.0
H 1.514877 -6.275297 -0.348213 0.0 0.0 0.0
H -5.447181 -2.164669 4.576688 0.0 0.0 0.0
H 7.615836 2.562260 -2.146336 0.0 0.0 0.0
H 6.339316 0.148587 -0.196403 0.0 0.0 0.0
H -5.390104 0.638188 -3.087487 0.0 0.0 0.0
H 5.795986 1.217569 -1.484651 0.1 0.0 0.1
H -3.637180 4.389737 -0.625533 0.0 0.0 0.0
H -4.997873 2.893530 -2.169780 0.0 0.0 0.0
H -3.989777 -1.259301 -2.418685 0.0 0.0 0.0
H -1.101814 -4.141948 -2.960462 0.0 0.0 0.0
H -5.921424 -1.656634 2.953791 0.0 0.0 0.0
H 1.266737 -4.504039 1.357389 0.0 0.0 0.0
H 8.653228 4.582669 0.318143 0.0 0.0 0.0
H 1.728524 -1.481799 3.009629 0.0 0.0 0.0



7
Properties=species:S:1:pos:R:3:forces:R:3 method="wB97M-V/def2-TZVPD" relative_energy_kcal_mol=135.30 e_homo_ha=-0.35565 lumo_energy_ev=-1.61 e_tot_ha=-1044.4407
Cl -2.387843 1.599279 -0.024730 0.8 -0.5 0.1
S -1.534280 -1.204571 -0.043918 -0.6 -0.6 0.0
N 0.051361 0.838685 -0.072549 0.7 0.9 0.2
N -1.096836 0.329470 -0.029167 -1.4 0.7 -0.2
C 1.650125 -1.157059 -0.061257 0.5 -0.4 0.0
C 0.984281 -0.102467 -0.080627 -1.5 -0.4 -0.4
H 2.333194 -0.303340 0.312250 1.4 0.3 0.4